Molecular formula: C36H29N4O2P2W
Method: DFT, ωB97M-V with the def2-TZVPD basis set

HOMO (alpha / beta), eV: -10.8 / -11.0
Largest force on an atom, eV/A: 0.08
Total charge: +1
Spin multiplicity: 3
Energy above the lowest of the compared OMol25 structures with the same formula, charge and spin, eV: 0.000

XYZ file:
```
74
Properties=species:S:1:pos:R:3:forces:R:3
W 0.9118 -0.0553 0.5464 -0.009 -0.049 -0.018
C -0.1764 1.4610 -2.2484 0.001 0.055 -0.013
P 1.1433 1.9189 -1.0538 -0.010 0.079 0.013
C 0.7107 3.5536 -0.4186 -0.053 0.005 -0.029
C 1.6836 4.5306 -0.2321 -0.006 -0.017 0.007
C 1.3424 5.7453 0.3421 0.014 0.003 0.009
C 0.0371 5.9878 0.7395 -0.011 0.007 -0.004
C -0.9358 5.0126 0.5646 0.001 -0.009 0.004
C -0.6005 3.7974 -0.0091 -0.006 0.018 0.030
C 2.6344 2.1223 -2.0522 -0.006 -0.008 -0.011
C 2.6504 3.1122 -3.0385 0.009 -0.011 -0.008
C 3.7613 3.2642 -3.8480 0.000 0.003 0.006
C 4.8620 2.4306 -3.6804 -0.005 0.006 -0.004
C 4.8480 1.4454 -2.7074 0.003 -0.010 0.004
C 3.7346 1.2876 -1.8913 0.004 0.004 0.006
C -0.3892 -0.0175 -2.2271 -0.014 -0.033 -0.018
C -1.0291 -0.8332 -3.1010 -0.016 -0.002 0.025
C -1.1038 -2.1346 -2.5010 -0.002 -0.009 -0.011
C -0.4959 -2.0646 -1.2913 0.019 -0.014 0.048
C -0.2555 -3.1273 -0.2568 -0.059 0.047 -0.024
P 0.0893 -2.3026 1.3367 0.021 0.006 0.051
C -1.3945 -1.7415 2.1908 -0.011 -0.032 -0.012
C -1.8777 -0.4318 1.6289 -0.046 -0.034 -0.024
C -2.5550 0.5216 2.6365 -0.002 0.016 0.008
C -2.9676 -0.0810 3.9469 0.002 -0.004 0.000
C -2.6485 -1.3347 4.2608 -0.008 0.009 0.007
C -1.7569 -2.1373 3.4128 0.009 0.013 0.010
C 0.9742 -3.4264 2.4207 -0.024 -0.044 -0.037
C 1.6508 -2.8813 3.5132 0.003 -0.004 -0.008
C 2.3393 -3.7118 4.3813 0.007 0.009 0.007
C 2.3592 -5.0835 4.1603 -0.006 -0.005 -0.005
C 1.6870 -5.6275 3.0758 -0.002 0.009 0.006
C 0.9909 -4.8016 2.2044 0.016 0.000 0.005
N -0.0226 -0.7532 -1.0872 0.063 -0.017 0.034
H 0.0858 1.8193 -3.2441 0.009 -0.008 0.000
H -1.0862 1.9848 -1.9455 0.008 -0.011 -0.009
H 2.7087 4.3450 -0.5244 0.005 0.000 -0.002
H 2.1036 6.4995 0.4889 -0.001 0.000 -0.002
H -0.2243 6.9354 1.1911 0.002 -0.001 0.002
H -1.9548 5.1976 0.8786 0.002 0.002 0.000
H -1.3668 3.0389 -0.1233 0.009 -0.004 0.006
H 1.7983 3.7701 -3.1655 0.004 0.002 -0.002
H 3.7719 4.0328 -4.6090 0.003 0.000 0.001
H 5.7308 2.5527 -4.3136 -0.001 -0.001 -0.003
H 5.7022 0.7937 -2.5811 0.001 0.001 -0.002
H 3.7253 0.5084 -1.1414 0.007 0.007 -0.013
H -1.4365 -0.5442 -4.0563 0.001 -0.002 -0.003
H -1.5589 -3.0124 -2.9312 0.002 0.000 -0.002
H 0.6398 -3.7122 -0.4909 0.010 0.007 0.006
H -1.0987 -3.8153 -0.1879 0.007 -0.001 -0.014
H -2.3748 -0.5474 0.6629 0.009 -0.003 0.001
H -3.3821 1.0818 2.1978 -0.004 -0.008 -0.002
H -3.5508 0.5327 4.6209 0.002 0.001 0.001
H -2.9792 -1.7635 5.1970 -0.003 0.003 0.001
H -1.3230 -3.0321 3.8450 -0.001 -0.002 -0.003
H 1.6293 -1.8103 3.6852 -0.001 0.004 0.011
H 2.8609 -3.2907 5.2305 -0.002 -0.003 0.003
H 2.8996 -5.7304 4.8383 0.002 0.000 -0.001
H 1.7008 -6.6958 2.9083 -0.001 -0.001 -0.001
H 0.4642 -5.2353 1.3638 0.002 0.000 0.004
N -0.7181 0.5179 1.5532 0.024 0.042 -0.038
C -1.2556 1.3058 2.5436 0.031 -0.007 0.011
C -0.7669 2.3646 3.2291 0.010 -0.015 -0.010
C -1.6059 2.9652 4.2173 0.009 -0.011 0.023
N -2.3250 3.4051 4.9994 -0.005 0.009 -0.012
C 0.5411 2.8830 2.9897 -0.040 0.061 -0.031
N 1.5939 3.2948 2.7794 0.025 -0.033 0.006
C 4.5192 -0.4116 2.2864 0.008 -0.017 -0.013
C 3.1749 -0.2790 1.6758 0.016 -0.045 -0.027
O 2.8936 -0.7912 0.5286 0.000 0.042 0.039
O 2.2318 0.3546 2.2284 -0.028 -0.005 0.026
H 5.0793 -1.2096 1.8076 0.007 0.004 0.003
H 4.4213 -0.5862 3.3560 -0.006 0.005 -0.001
H 5.0475 0.5351 2.1556 0.000 0.002 -0.008
```
Forces are in eV/Å.

These are the Löwdin partial charges, in e, on atoms 1 to 4:
1. W 1.501
2. C -0.230
3. P 1.002
4. C -0.374


Molecular formula: C36H29N7O2RhSeSi
Method: DFT, ωB97M-V with the def2-TZVPD basis set

HOMO (alpha / beta), eV: -10.5 / -10.5
Largest force on an atom, eV/A: 3.88
Total charge: +1
Spin multiplicity: 5
Energy above the lowest of the compared OMol25 structures with the same formula, charge and spin, eV: 0.791

XYZ file:
```
77
Properties=species:S:1:pos:R:3:forces:R:3
Rh -0.4965 0.3469 -0.4680 1.662 0.129 1.501
N 4.2382 4.4289 0.3726 0.376 0.165 -0.066
C 3.1159 4.2055 0.3470 0.255 0.026 -0.067
C 1.7277 3.9173 0.3603 -0.879 -0.143 0.014
C 0.8566 4.6624 1.1592 -0.049 -0.258 -0.228
C -0.4851 4.3199 1.1653 -0.001 -0.117 -0.132
C -0.9068 3.2446 0.3973 -0.135 0.395 0.240
N -0.0727 2.5258 -0.3608 -0.025 -0.221 0.210
C 1.2161 2.8557 -0.3857 0.363 0.270 -0.039
H 1.2309 5.4835 1.7519 0.036 0.028 0.051
H -1.1969 4.8572 1.7746 -0.023 0.011 -0.024
H -1.9458 2.9391 0.3990 0.089 -0.016 0.039
H 1.8630 2.2638 -1.0210 0.067 -0.062 0.095
C -2.4867 1.9690 -3.9836 0.578 0.365 -0.313
N -3.4589 1.0966 -3.3862 -0.065 -0.704 0.680
C -3.2124 0.0542 -2.5717 -0.316 -0.026 0.000
Se -1.5519 -0.7457 -2.3453 0.337 -0.847 -0.603
N -4.3904 -0.4475 -2.1424 0.469 0.286 0.008
C -5.4247 0.2804 -2.6893 -0.242 0.659 -0.559
C -6.8038 0.1936 -2.5716 0.032 0.087 -0.041
C -7.5507 1.0812 -3.3250 0.015 -0.158 0.091
C -6.9509 2.0157 -4.1714 0.110 0.151 -0.014
C -5.5774 2.1238 -4.2801 0.014 -0.075 0.104
C -4.8227 1.2506 -3.5103 -0.874 -0.304 0.268
H -1.4992 1.7394 -3.5808 -0.159 -0.018 -0.104
H -2.7330 3.0047 -3.7416 -0.035 -0.091 -0.040
H -2.4765 1.8388 -5.0671 0.021 0.017 0.074
H -4.4791 -1.2253 -1.5050 0.161 0.028 -0.125
H -7.2771 -0.5215 -1.9192 -0.055 -0.149 0.041
H -8.6277 1.0388 -3.2686 -0.063 0.015 0.020
H -7.5763 2.6841 -4.7414 -0.064 0.025 -0.095
H -5.1108 2.8325 -4.9455 0.002 0.133 -0.028
O 1.0410 -0.2471 0.9680 -3.175 1.836 -1.262
Si 2.3506 -1.0991 1.0341 2.606 -1.859 0.769
C 2.8824 -1.6456 -0.7163 -0.506 0.322 0.684
C 4.0072 -2.4200 -0.9806 -0.064 0.034 -0.037
C 4.2922 -2.8297 -2.2717 0.102 -0.058 0.039
C 3.4539 -2.4809 -3.3181 -0.106 0.036 -0.072
C 2.3319 -1.7037 -3.0721 -0.077 0.048 -0.251
C 2.0688 -1.2858 -1.7813 -0.151 0.154 0.143
C 3.8623 -0.2259 1.8264 -1.530 -0.489 -0.685
C 3.9336 1.1535 1.7940 0.478 0.187 0.154
C 5.0600 1.8067 2.2661 -0.073 0.243 -0.003
C 6.1097 1.0731 2.7884 0.138 0.030 0.070
C 6.0412 -0.3090 2.8264 0.033 -0.210 0.017
C 4.9148 -0.9595 2.3472 0.338 0.087 0.097
C 2.1264 -2.6685 2.1147 0.111 1.307 -1.273
C 1.8841 -3.8852 1.5037 -0.118 -0.368 0.285
C 1.7155 -5.0232 2.2758 -0.078 -0.156 -0.187
C 1.7891 -4.9391 3.6543 -0.013 -0.182 0.066
C 2.0251 -3.7201 4.2647 -0.012 0.212 0.168
C 2.1927 -2.5813 3.4933 -0.118 -0.311 0.302
H 4.6655 -2.7029 -0.1729 0.093 -0.062 0.109
H 5.1694 -3.4302 -2.4594 0.089 -0.055 -0.053
H 3.6764 -2.8102 -4.3224 -0.001 -0.025 -0.072
H 1.6642 -1.4314 -3.8783 0.014 0.035 -0.108
H 1.1936 -0.6415 -1.5728 0.417 -0.309 -0.313
H 3.1093 1.7209 1.3974 -0.213 0.132 -0.093
H 5.1192 2.8836 2.2101 0.060 0.069 0.070
H 6.9834 1.5772 3.1720 0.107 0.072 0.001
H 6.8633 -0.8896 3.2222 0.057 0.031 0.061
H 4.8652 -2.0375 2.3875 -0.024 -0.150 0.010
H 1.8242 -3.9513 0.4286 0.043 -0.042 -0.207
H 1.5255 -5.9701 1.7933 0.000 -0.164 0.014
H 1.6660 -5.8270 4.2550 -0.016 -0.108 0.075
H 2.0755 -3.6485 5.3410 0.019 -0.056 0.121
H 2.3717 -1.6299 3.9704 0.094 0.146 0.084
N -3.0233 -1.5474 1.0362 0.091 0.699 0.686
C -2.9509 -0.2448 1.4295 1.221 -0.785 -2.979
O -2.3633 0.6088 0.7228 -0.712 -0.428 1.374
C -3.6445 0.1411 2.6159 -0.523 0.416 0.893
C -4.3119 -0.8149 3.3799 -0.017 0.038 0.215
N -4.8203 -1.6581 3.9777 -0.219 -0.290 0.150
C -3.6053 1.4826 2.9981 0.024 -0.042 -0.025
N -3.5385 2.5974 3.2751 0.003 0.447 0.101
H -3.3885 -2.2387 1.6749 0.060 -0.080 0.004
H -2.3426 -1.8614 0.3557 -0.056 0.044 -0.100
```
Forces are in eV/Å.

These are the Löwdin partial charges, in e, on atoms 1 to 4:
1. Rh 0.823
2. N 0.218
3. C -0.172
4. C -0.188


Molecular formula: C36H30B2F8MnN6O12
Method: DFT, ωB97M-V with the def2-TZVPD basis set

HOMO (alpha / beta), eV: -9.9 / -9.9
Largest force on an atom, eV/A: 7.48
Spin multiplicity: 6
Energy above the lowest of the compared OMol25 structures with the same formula, charge and spin, eV: 3.730

XYZ file:
```
95
Properties=species:S:1:pos:R:3:forces:R:3
Mn 2.6595 0.0157 1.9562 0.495 1.505 1.232
B 0.4941 -0.6783 0.9050 -3.236 -1.611 -4.916
F 0.5669 -1.9357 1.3351 0.729 -2.702 0.167
F 1.6888 -0.3035 0.2290 1.839 -0.583 -1.660
F -0.6001 -0.4053 0.1074 0.283 -0.405 -0.379
F 0.4956 0.0875 1.9186 -0.005 4.481 5.993
B 3.2045 1.3549 4.2616 2.381 2.352 3.940
F 4.1649 0.8361 3.4140 1.188 -1.579 -2.791
F 3.6058 1.0220 5.5615 -0.427 0.204 -0.386
F 3.2039 2.7340 4.0786 -0.797 -0.380 -0.239
F 2.0667 0.6915 3.9639 -2.599 -1.067 -1.331
C 0.5975 -1.4405 -4.3681 -0.208 0.412 -0.728
C 1.0387 -1.2325 -3.0638 0.568 -0.952 -0.600
C 2.3123 -0.7246 -2.8479 -0.051 -1.210 0.315
C 3.0977 -0.3223 -3.9068 -1.402 -0.467 -1.046
C 2.6381 -0.4290 -5.2316 -1.292 -0.300 0.659
C 1.3719 -1.0366 -5.4519 1.768 1.206 0.637
N 4.3976 0.2136 -3.6624 1.642 -0.623 0.533
O 5.1221 -0.3423 -2.8100 -1.154 1.267 -1.201
O 4.7040 1.1490 -4.3782 0.571 -0.004 0.563
H -0.3567 -1.8771 -4.6236 -0.165 -0.167 0.439
H 0.5648 -1.7196 -2.2245 -0.503 0.363 0.040
H 2.7194 -0.9437 -1.8718 0.285 0.800 0.096
H 3.1578 -0.0355 -6.0926 0.395 -0.038 0.227
H 1.0837 -1.0587 -6.4925 -0.488 -0.416 0.098
C 0.0651 -5.1336 0.6841 -0.738 0.733 0.691
C 0.9685 -4.9547 -0.3347 -0.880 -0.998 -2.771
C 0.6072 -5.4281 -1.6576 0.515 0.876 1.352
C -0.6663 -5.8526 -1.8369 -0.516 -0.061 1.007
C -1.6204 -5.8802 -0.8035 -0.560 -0.417 0.797
C -1.2773 -5.6371 0.5164 2.056 0.735 -1.730
N -1.0480 -6.3939 -3.1044 -0.009 -1.371 -4.617
O -0.2859 -6.3319 -4.1523 -1.701 0.375 3.750
O -2.1279 -6.9781 -3.1707 1.027 0.767 0.320
H 0.3717 -4.6331 1.5906 -0.239 -0.453 0.563
H 1.9022 -4.4171 -0.2592 0.047 -0.179 0.501
H 1.1878 -5.4135 -2.5682 0.611 0.139 0.275
H -2.6581 -6.0985 -1.0084 0.111 -0.320 -0.312
H -2.0169 -5.7552 1.2945 0.253 0.239 0.176
C 4.4716 5.9487 -1.5078 -0.572 -2.815 3.266
C 4.4715 4.5179 -1.8126 0.729 3.058 -1.891
C 3.7146 3.6083 -1.1756 -0.875 -0.405 1.547
C 2.9945 4.0219 -0.0253 1.680 -1.092 -2.447
C 3.0233 5.2902 0.3641 0.067 2.300 1.973
C 3.7994 6.2399 -0.2820 0.824 0.434 -2.901
N 2.1970 3.0213 0.5513 -3.376 -2.882 -0.055
O 0.9779 3.0797 0.3640 2.217 0.165 1.050
O 2.7464 1.9789 1.0021 0.131 1.595 -0.089
H 5.1677 6.6773 -1.8963 -0.233 -0.156 -0.575
H 4.9950 4.1887 -2.6980 0.203 -0.035 -0.058
H 3.6467 2.5866 -1.5190 0.127 -0.089 0.037
H 2.5930 5.6227 1.2972 -0.464 -0.255 0.056
H 3.8334 7.2663 0.0523 -0.112 -0.060 0.373
C -0.5406 1.9234 -2.7881 -0.596 -0.442 2.216
C 0.3695 1.9874 -3.8148 -0.485 -0.643 0.071
C -0.0756 2.0093 -5.1041 -0.859 -1.627 -0.879
C -1.4813 1.7459 -5.3515 1.604 1.432 0.273
C -2.3590 1.7842 -4.3017 -0.508 0.657 1.702
C -1.9058 1.8415 -2.9312 0.047 0.424 -2.879
N -1.9586 1.6957 -6.7634 -1.363 -0.157 -0.693
O -1.0860 1.8142 -7.5833 0.821 0.083 -0.531
O -3.1455 1.5288 -7.1034 1.510 0.225 1.775
H -0.1533 1.8639 -1.7818 0.082 0.075 0.255
H 1.3805 1.7136 -3.5514 0.390 0.879 -0.348
H 0.7245 1.9567 -5.8276 -0.579 0.119 -0.669
H -3.4031 1.9975 -4.4771 -0.246 -0.762 -0.286
H -2.6198 1.9017 -2.1231 0.151 -0.155 0.087
C -2.4911 2.4385 5.6919 -0.641 1.992 -0.180
C -3.7933 2.0811 5.3091 1.239 -1.289 -0.783
C -3.9979 1.6536 3.9947 -0.501 1.432 -0.716
C -3.0336 1.8713 2.9698 -0.845 0.205 2.042
C -1.8089 2.4322 3.3789 -0.823 -0.575 -1.084
C -1.5843 2.8293 4.7139 0.195 -1.956 -1.158
N -3.4106 1.5151 1.5514 -0.747 -3.242 0.412
O -2.7044 1.7745 0.6276 1.777 1.927 -0.489
O -4.3485 0.7221 1.3597 0.029 1.247 1.565
H -2.2519 2.6854 6.7158 -0.118 -0.159 0.176
H -4.6178 2.0020 6.0022 0.171 -0.124 0.195
H -5.0172 1.3823 3.7628 0.091 -0.346 -0.425
H -1.0375 2.3936 2.6240 0.300 0.746 -0.009
H -0.5939 3.2074 4.9202 -0.036 0.044 0.369
C -3.1764 -2.8798 2.5534 0.891 0.870 -0.517
C -3.8327 -3.4696 3.5991 -0.499 -1.126 1.694
C -3.5780 -3.2305 4.9668 0.961 1.749 -0.388
C -2.6251 -2.2041 5.2709 -1.921 -0.504 -4.428
C -2.0356 -1.5344 4.1732 -0.179 -0.031 -0.553
C -2.2742 -1.8497 2.7863 0.648 -0.614 2.943
N -2.3709 -1.7478 6.5734 2.667 -0.646 2.342
O -2.3343 -2.6368 7.4405 -0.812 1.127 -0.553
O -1.9396 -0.6086 6.7497 -1.034 -0.716 -0.175
H -3.3507 -3.2730 1.5628 -0.084 0.237 -0.181
H -4.5322 -4.2377 3.3043 -0.243 -0.135 0.388
H -4.1125 -3.6611 5.8007 -0.087 -0.394 -0.239
H -1.3524 -0.7349 4.4191 0.155 0.088 -0.068
H -1.5738 -1.4445 2.0710 -0.669 0.170 -0.226
```
Forces are in eV/Å.

These are the Löwdin partial charges, in e, on atoms 1 to 4:
1. Mn 1.316
2. B -1.558
3. F 0.231
4. F 0.075


Energy (computed, eV): -68256.05901; -128553.85799; -125734.03203